(1)
Density functional theory data (ωB97M-V with the def2-TZVPD basis set) for C19H38N4OP2SiW as an isolated structure.

Summary:
expectation value of S²	2.025
highest occupied orbital energy (alpha / beta)	-6.1862 / -7.2251	eV
Kohn-Sham gap (alpha / beta)	0.2383 / 0.2655	hartree
spin multiplicity	3
net charge	0
E_tot	-56603.909	eV

Last column: Mulliken charge in e.
Element x y z (Å)
W: -0.261 -0.484 -0.182  0.268
Si: -1.099 -0.899 1.980  0.679
P: -0.306 -3.099 -0.403  0.740
N: -1.564 -0.168 -1.352  -0.249
H: 1.181 -0.002 0.395  0.174
C: 0.456 -3.867 -1.890  -1.233
H: 0.243 -4.940 -1.954  0.424
H: 1.538 -3.699 -1.814  0.317
H: 0.057 -3.402 -2.800  0.312
C: 0.207 -4.168 1.014  -1.164
H: 0.103 -5.218 0.713  0.441
H: -0.416 -4.025 1.905  0.334
H: 1.255 -3.985 1.285  0.225
C: -2.011 -3.722 -0.690  -1.307
H: -1.980 -4.818 -0.766  0.460
H: -2.383 -3.324 -1.642  0.332
H: -2.709 -3.436 0.103  0.286
C: 0.099 -1.297 3.443  -1.299
H: 0.934 -0.586 3.578  0.296
H: 0.507 -2.318 3.377  0.318
H: -0.557 -1.232 4.325  0.424
H: -1.846 0.348 2.472  -0.342
H: -2.118 -2.055 1.988  -0.266
C: -2.728 -0.045 -1.985  0.213
C: -3.886 0.263 -4.074  -0.641
C: -2.688 0.163 -3.382  -0.313
C: -3.922 -0.172 -1.245  0.265
C: -5.132 -0.080 -1.916  -0.731
C: -5.092 0.143 -3.323  -0.281
H: -3.867 0.448 -5.171  0.328
H: -1.676 0.211 -3.796  0.396
H: -3.798 -0.360 -0.165  0.289
H: -6.083 -0.163 -1.352  0.345
H: -6.050 0.252 -3.856  0.327
C: 3.310 -1.891 0.055  0.587
O: 2.409 -2.656 -0.276  -0.422
C: 3.863 -0.835 -0.924  -0.625
H: 4.844 -0.543 -0.535  0.428
H: 3.217 0.079 -1.103  -0.198
H: 3.973 -1.291 -1.917  0.350
C: 3.498 -1.695 1.570  -0.652
H: 3.788 -2.679 2.023  0.363
H: 2.550 -1.354 2.066  -0.219
H: 4.176 -0.855 1.762  0.400
C: 0.516 4.317 1.973  -0.850
N: 1.728 3.464 1.922  0.050
C: 2.534 3.780 0.711  -0.940
N: 1.757 3.727 -0.551  -0.068
C: 0.537 4.555 -0.446  -0.855
N: -0.299 4.230 0.737  0.036
C: -0.956 2.921 0.608  -1.036
P: 0.352 1.681 0.466  1.015
C: 1.394 2.059 2.009  -0.637
C: 1.417 2.335 -0.915  -0.633
H: 0.845 5.363 2.041  0.307
H: -0.103 4.059 2.848  0.380
H: 3.371 3.074 0.676  0.411
H: 2.901 4.816 0.837  0.288
H: -0.073 4.444 -1.351  0.416
H: 0.858 5.603 -0.322  0.326
H: -1.555 2.701 1.504  0.303
H: -1.568 2.892 -0.307  0.367
H: 2.325 1.448 2.069  0.152
H: 0.778 1.859 2.891  0.292
H: 0.840 2.335 -1.853  0.243
H: 2.365 1.793 -1.093  0.053

=====

(2)
Density functional theory data (ωB97M-V with the def2-TZVPD basis set) for one molecule with the formula C9H13BO3.

Summary:
highest occupied orbital energy	-9.4252	eV
SMILES string	CO[C@@H](C)c1ccccc1B(O)O
Kohn-Sham gap	0.3720	hartree
net charge	0
E_tot	-16364.997	eV

Last column: Mulliken charge in e.
Element x y z (Å)
C: -1.500 2.254 1.946  -0.795
O: -1.019 1.002 1.481  -0.476
C: -0.039 1.143 0.452  -0.376
C: 1.337 1.227 1.069  -1.171
C: -0.118 0.042 -0.615  0.782
C: -0.554 0.471 -1.843  -0.753
C: -0.672 -0.410 -2.895  -0.649
C: -0.363 -1.726 -2.739  -0.486
C: 0.032 -2.206 -1.504  -0.680
C: 0.247 -1.296 -0.469  0.384
B: 0.725 -1.896 0.905  0.737
O: 1.752 -2.841 0.871  -0.679
O: 0.144 -1.451 2.107  -0.705
H: -2.102 2.106 2.844  0.287
H: -0.638 2.856 2.285  0.329
H: -2.096 2.730 1.165  0.273
H: -0.252 2.079 -0.063  0.552
H: 1.631 0.259 1.444  0.229
H: 2.067 1.523 0.324  0.372
H: 1.372 1.887 1.917  0.378
H: -0.767 1.523 -1.993  0.311
H: -0.994 -0.065 -3.865  0.373
H: -0.411 -2.382 -3.587  0.406
H: 0.205 -3.276 -1.371  0.461
H: 2.379 -2.950 0.135  0.332
H: -0.365 -0.602 2.000  0.560

=====

(3)
Density functional theory data (ωB97M-V with the def2-TZVPD basis set) for C26H26I2N6RuS2 as an isolated structure.

Summary:
expectation value of S²	0.769
highest occupied orbital energy (alpha / beta)	-4.8469 / -4.7665	eV
Kohn-Sham gap (alpha / beta)	0.2408 / 0.2118	hartree
spin multiplicity	2
net charge	-1
E_tot	-76779.626	eV

Last column: Mulliken charge in e.
Element x y z (Å)
Ru: 0.222 -0.054 0.195  0.296
C: -2.627 -2.492 -1.853  -0.790
C: -2.303 -1.012 -2.091  -0.089
C: -2.755 -0.105 -0.960  -1.323
N: -1.878 -0.106 0.205  0.165
C: -2.407 -0.278 1.408  1.366
C: -3.672 -0.850 1.654  -0.399
C: -4.465 -0.801 2.793  -0.752
C: -4.301 -0.043 3.940  -0.444
C: -3.192 0.726 4.278  -0.460
C: -1.946 0.742 3.684  -0.638
C: -1.493 0.081 2.518  0.096
N: -0.224 -0.121 2.260  0.296
C: 0.741 0.220 3.292  -0.912
C: 2.149 -0.305 3.037  -0.576
C: 2.758 0.179 1.717  -1.305
N: 2.119 -0.529 0.625  0.356
C: 2.603 -1.668 0.182  1.591
C: 3.823 -2.222 0.615  -0.940
C: 4.586 -3.253 0.088  -0.725
C: 4.382 -4.017 -1.047  -0.498
C: 3.223 -4.051 -1.811  -0.797
C: 2.008 -3.444 -1.556  -0.250
C: 1.637 -2.472 -0.598  0.705
N: 0.375 -2.236 -0.275  0.017
C: -0.606 -3.283 -0.481  -1.633
C: -1.388 -3.376 -1.805  -0.677
H: -3.290 -2.855 -2.642  0.438
H: -3.169 -2.613 -0.909  0.177
H: -2.769 -0.667 -3.017  0.594
H: -1.230 -0.889 -2.219  -0.300
H: -3.781 -0.354 -0.685  0.496
H: -2.784 0.918 -1.338  0.367
H: -4.101 -1.414 0.837  0.118
H: -5.382 -1.377 2.736  0.344
H: -5.127 -0.037 4.642  0.294
H: -3.291 1.343 5.164  0.366
H: -1.198 1.350 4.180  0.349
H: 0.399 -0.187 4.251  0.407
H: 0.796 1.307 3.402  0.211
H: 2.142 -1.400 3.035  0.351
H: 2.777 0.038 3.862  0.438
H: 3.839 0.035 1.725  0.414
H: 2.593 1.248 1.599  0.196
H: 4.262 -1.762 1.489  0.217
H: 5.505 -3.450 0.630  0.329
H: 5.186 -4.676 -1.353  0.314
H: 3.243 -4.696 -2.682  0.353
H: 1.208 -3.744 -2.216  0.186
H: -1.337 -3.192 0.329  0.437
H: -0.086 -4.237 -0.336  0.658
H: -1.696 -4.421 -1.915  0.415
H: -0.744 -3.137 -2.654  0.403
S: -0.747 2.510 -1.338  -0.551
C: 0.600 1.964 -2.319  0.674
S: 1.070 0.323 -2.131  -0.490
C: 1.203 2.831 -3.208  0.418
C: 2.289 2.409 -4.017  0.003
N: 3.171 2.065 -4.673  -0.545
C: 0.748 4.171 -3.342  -0.084
N: 0.391 5.260 -3.456  -0.540
I: 0.496 2.968 0.695  0.441
I: 2.076 3.856 3.149  -0.580

=====

(4)
Density functional theory data (ωB97M-V with the def2-TZVPD basis set) for C9H24As6F36N3O3 as an isolated structure.

Summary:
highest occupied orbital energy	-5.0670	eV
Kohn-Sham gap	0.3177	hartree
net charge	-3
E_tot	-483219.398	eV

Last column: Mulliken charge in e.
Element x y z (Å)
C: 3.975 3.415 -0.595  -0.447
C: 3.851 4.436 -1.703  0.326
O: 3.978 5.611 -1.598  -0.526
N: 3.598 3.893 -3.124  0.086
H: 4.111 4.489 -3.767  0.402
H: 3.948 2.919 -3.234  0.366
C: 2.113 4.040 -3.385  -0.730
H: 4.864 2.795 -0.683  0.409
H: 3.045 2.847 -0.681  -0.099
H: 3.970 4.041 0.294  0.368
H: 1.841 3.334 -4.167  0.379
H: 2.005 5.047 -3.778  0.326
H: 1.556 3.882 -2.467  0.238
C: 0.157 0.963 -1.989  -0.790
C: -1.068 0.313 -1.509  0.614
O: -1.922 -0.217 -2.130  -0.443
N: -1.098 0.188 0.015  0.757
H: -0.790 -0.704 0.416  0.223
H: -0.487 0.866 0.475  0.004
C: -2.426 0.417 0.751  -0.871
H: 0.254 0.824 -3.065  0.436
H: 1.110 0.662 -1.555  -0.132
H: 0.026 2.038 -1.819  0.384
H: -3.100 1.131 0.289  0.368
H: -1.946 0.723 1.680  0.435
H: -2.980 -0.506 0.917  0.255
C: 0.408 -3.266 3.395  -1.186
C: 0.713 -2.640 2.043  0.243
O: 0.000 -1.855 1.536  -0.141
N: 2.093 -2.987 1.463  0.102
H: 2.756 -3.383 2.125  0.419
H: 1.927 -3.803 0.849  0.427
C: 2.677 -1.956 0.492  -0.799
H: -0.594 -3.045 3.759  0.014
H: 1.176 -2.937 4.097  0.371
H: 0.461 -4.355 3.318  0.434
H: 1.847 -1.463 -0.003  -0.034
H: 3.191 -2.575 -0.240  0.368
H: 3.256 -1.212 1.026  0.419
As: -3.477 -3.045 3.587  2.054
F: -2.304 -1.760 3.650  -0.554
F: -4.824 -1.961 3.762  -0.451
F: -4.601 -4.416 3.437  -0.520
F: -2.155 -4.249 3.444  -0.553
F: -3.468 -3.351 5.330  -0.533
F: -3.529 -2.824 1.826  -0.484
As: 0.657 -3.904 -2.215  2.034
F: 1.639 -4.519 -0.836  -0.606
F: 2.031 -2.856 -2.566  -0.489
F: -0.155 -3.332 -3.619  -0.488
F: -0.700 -4.927 -1.794  -0.525
F: -0.004 -2.707 -1.163  -0.547
F: 1.241 -5.282 -3.138  -0.519
As: -6.479 -0.148 -2.643  2.029
F: -6.596 -0.124 -4.393  -0.515
F: -4.761 -0.439 -2.742  -0.462
F: -6.467 -0.045 -0.897  -0.473
F: -8.244 0.135 -2.589  -0.552
F: -6.756 -1.887 -2.473  -0.506
F: -6.304 1.613 -2.740  -0.507
As: -4.587 2.365 3.556  2.053
F: -3.994 2.996 5.104  -0.516
F: -3.088 2.925 2.798  -0.513
F: -5.050 1.802 1.940  -0.513
F: -6.086 1.688 4.110  -0.488
F: -5.357 3.892 3.139  -0.532
F: -3.694 0.867 3.898  -0.465
As: 4.704 -0.162 -2.721  2.018
F: 4.435 -0.879 -4.288  -0.496
F: 5.181 -1.740 -2.125  -0.486
F: 4.941 0.548 -1.118  -0.457
F: 4.113 1.424 -3.378  -0.739
F: 3.041 -0.432 -2.245  -0.304
F: 6.326 0.285 -3.319  -0.516
As: 2.288 1.767 2.277  2.054
F: 2.267 2.640 3.859  -0.509
F: 2.052 0.288 3.152  -0.474
F: 2.283 0.877 0.752  -0.349
F: 2.405 3.297 1.431  -0.505
F: 4.048 1.626 2.384  -0.518
F: 0.531 1.979 2.118  -0.558

=====

(5)
Density functional theory data (ωB97M-V with the def2-TZVPD basis set) for a 2-piece molecular cluster, C2H5N2P overall.

Summary:
highest occupied orbital energy	-8.9912	eV
Kohn-Sham gap	0.3064	hartree
net charge	0
E_tot	-14419.683	eV

Last column: Mulliken charge in e.
Element x y z (Å)
C: -0.025 -0.982 -0.609  -0.336
C: 0.108 0.616 -0.178  -0.580
N: 1.029 -1.626 0.042  -0.217
N: 1.993 -0.919 0.253  -0.131
P: 1.896 0.703 -0.196  -0.026
H: -1.119 -1.225 -0.434  0.293
H: 0.095 -1.195 -1.748  0.282
H: -0.478 1.222 -0.873  0.358
H: -0.206 0.727 0.833  0.346
H: 2.443 1.281 1.758  0.011

=====

(6)
Density functional theory data (ωB97M-V with the def2-TZVPD basis set) for a 6-piece molecular cluster, C6H24O5 overall.

Summary:
highest occupied orbital energy	-10.7640	eV
SMILES string	CCCCCC.O.O.O.O.O
Kohn-Sham gap	0.4118	hartree
net charge	0
E_tot	-16848.631	eV

Last column: Mulliken charge in e.
Element x y z (Å)
C: 1.165 0.694 1.840  -1.110
C: -0.133 0.546 1.086  0.938
C: 0.035 -0.136 -0.307  0.212
C: 0.363 -1.635 -0.190  -0.896
C: -0.635 -2.552 0.519  -0.231
C: -1.825 -2.874 -0.403  -1.290
H: 1.649 1.621 1.492  0.268
H: 1.046 0.904 2.905  0.377
H: 1.924 -0.070 1.673  0.213
H: -0.776 -0.193 1.559  -1.017
H: -0.732 1.443 0.956  0.550
H: -0.924 0.068 -0.772  -0.057
H: 0.860 0.291 -0.882  0.080
H: 1.350 -1.701 0.265  0.339
H: 0.424 -2.066 -1.189  0.420
H: -0.091 -3.464 0.772  0.320
H: -1.158 -2.207 1.412  0.089
H: -1.532 -3.255 -1.381  0.363
H: -2.267 -1.915 -0.683  0.242
H: -2.614 -3.411 0.112  0.389
O: 2.415 2.143 -1.983  -0.677
H: 2.262 2.491 -1.094  0.309
H: 3.157 1.529 -1.790  0.331
O: -2.256 1.822 -1.502  -0.653
H: -1.300 1.978 -1.569  0.388
H: -2.438 1.274 -2.264  0.313
O: 0.024 3.471 -1.175  -0.655
H: -0.708 4.047 -1.435  0.290
H: 0.540 3.458 -1.996  0.344
O: 3.750 -0.048 -1.098  -0.691
H: 2.956 -0.594 -1.047  0.327
H: 4.184 -0.195 -0.257  0.337
O: -2.933 -0.434 3.179  -0.681
H: -3.646 -0.358 2.540  0.330
H: -2.135 -0.668 2.706  0.189

=====

Max |F|? In order: 3.6, 1.6, 1.8, 2.8, 4.6, 2.0 eV/A.